Molecular formula: C38H83BN8O9PS3
Method: DFT, ωB97M-V with the def2-TZVPD basis set

Atoms and positions in Å:
C  -0.4642  -3.2716  5.6224
C  -0.4003  -1.9336  4.8017
C  -1.6755  -1.0867  4.8630
O  -2.7877  -1.5727  4.0652
C  -2.5383  -1.7477  2.7532
C  -2.9237  -2.9182  2.1430
B  -3.6651  -4.1559  2.7962
O  -3.5110  -5.4615  2.3191
C  -4.6569  -3.9559  4.0166
C  -3.8111  -4.2433  5.3173
N  -2.5245  -2.7246  0.7981
P  -2.8524  -4.1010  -0.3067
C  -2.8044  -3.6233  -2.0959
C  -2.8858  -4.9722  -2.8893
C  -1.5015  -5.3670  -0.0565
C  -0.3674  -4.8956  0.8965
C  -1.9792  -1.5404  0.6314
C  -1.4781  -0.9595  -0.6644
C  -2.7074  -0.3945  -1.4584
C  -3.3583  0.8291  -0.7386
S  -5.0994  0.9026  -1.1850
O  -5.3001  0.7360  -2.5832
O  -5.6617  2.1248  -0.6926
O  -5.8060  -0.2774  -0.3247
N  -1.9370  -0.9004  1.8294
C  -1.3680  0.4273  2.0946
C  0.1274  0.4164  2.5093
C  0.9808  -0.5727  1.7006
S  2.7500  -0.1214  1.7343
C  3.4093  -0.9109  0.3005
S  2.4964  -1.6223  -0.8520
N  4.8058  -0.9434  0.1511
C  5.7322  -1.6657  0.8827
C  6.9461  -1.3989  0.3462
N  6.7886  -0.5161  -0.7119
C  5.5272  -0.2729  -0.8058
H  0.3860  -3.2924  6.3117
H  -0.4059  -4.1056  4.9167
H  -1.3928  -3.2675  6.1968
H  0.3864  -1.3276  5.2791
H  -0.0607  -2.1680  3.7863
H  -2.0259  -1.1166  5.9041
H  -1.4999  -0.0221  4.6635
H  -4.1681  -5.5532  1.6084
H  -5.4582  -4.7052  3.9684
H  -5.1007  -2.9530  4.0148
H  -4.2906  -5.0176  5.9217
H  -2.7960  -4.5537  5.0359
H  -3.6991  -3.3082  5.8757
H  -1.8877  -3.1298  -2.4360
H  -3.7220  -3.0803  -2.3400
H  -3.6240  -5.6607  -2.4604
H  -1.8941  -5.4283  -2.9778
H  -3.1745  -4.7075  -3.9153
H  -1.0268  -5.6118  -1.0158
H  -1.9441  -6.2927  0.3233
H  0.1570  -5.8017  1.2363
H  0.3945  -4.3145  0.3576
H  -0.7262  -4.3804  1.7950
H  -0.8880  -1.6573  -1.2619
H  -0.8405  -0.0892  -0.4709
H  -2.3107  -0.0184  -2.4082
H  -3.5018  -1.1340  -1.5756
H  -3.3511  0.7322  0.3526
H  -2.8790  1.7743  -1.0165
H  -6.6164  0.0818  0.0991
H  -1.4364  1.0355  1.1885
H  -1.9590  0.9401  2.8597
H  0.5181  1.4234  2.2889
H  0.2862  0.2714  3.5816
H  0.6992  -0.5738  0.6433
H  0.9329  -1.6089  2.0573
H  5.4085  -2.2949  1.7030
H  7.8683  -1.8435  0.6993
H  5.1330  0.3884  -1.5714
C  -2.2677  -2.2512  -5.9812
C  -3.4319  -1.6379  -5.2074
C  -4.7563  -2.4023  -5.3779
O  -5.4079  -2.1819  -6.6101
C  -4.9210  -2.9560  -7.6939
N  -3.5657  -0.2301  -5.5876
H  -2.3170  -2.0342  -7.0470
H  -1.3197  -1.8491  -5.6190
H  -2.2366  -3.3368  -5.8542
H  -3.1705  -1.6790  -4.1437
H  -5.4516  -2.0416  -4.6133
H  -4.6237  -3.4796  -5.2002
H  -4.6005  -3.9514  -7.3734
H  -4.1013  -2.4403  -8.1990
H  -5.7329  -3.0668  -8.4119
H  -4.2750  0.1991  -4.9965
H  -3.9771  -0.2033  -6.5174
C  8.0336  4.6281  0.3777
C  7.5809  3.1813  0.2132
C  6.9168  2.5985  1.4730
O  7.8224  2.2436  2.5011
C  8.2467  3.3198  3.3206
N  8.7245  2.3730  -0.2185
H  8.9470  4.7185  0.9652
H  8.2406  5.0715  -0.5974
H  7.2578  5.2318  0.8564
H  6.8311  3.1653  -0.5852
H  6.4190  1.6658  1.1878
H  6.1346  3.2655  1.8624
H  7.4531  4.0580  3.4681
H  9.1330  3.7991  2.9000
H  8.5233  2.9074  4.2913
H  8.4000  1.4300  -0.4237
H  9.3297  2.2503  0.5899
C  -10.9910  -1.1089  0.4215
C  -10.1778  0.1016  0.8684
C  -11.0282  1.3553  1.1251
O  -11.4557  2.0234  -0.0452
C  -12.6071  1.4726  -0.6641
N  -9.1233  0.3579  -0.1226
H  -11.3016  -1.0396  -0.6205
H  -10.3967  -2.0189  0.5160
H  -11.8836  -1.2317  1.0376
H  -9.6987  -0.1642  1.8159
H  -10.4067  2.0788  1.6612
H  -11.8822  1.1318  1.7765
H  -13.3118  1.0709  0.0690
H  -12.3268  0.6982  -1.3814
H  -13.0991  2.2721  -1.2173
H  -8.5243  1.1031  0.2301
H  -9.5708  0.7742  -0.9359
C  11.2985  6.0836  -1.7180
C  10.9926  7.2169  -0.7432
C  11.6913  8.5403  -1.0954
O  13.0690  8.5837  -0.7738
C  13.9244  7.9764  -1.7261
N  11.3255  6.7762  0.6172
H  12.2918  5.6617  -1.5668
H  10.5843  5.2692  -1.5867
H  11.2246  6.4245  -2.7532
H  9.9140  7.3985  -0.7894
H  11.2297  9.3326  -0.4986
H  11.5329  8.8080  -2.1481
H  13.5579  8.1095  -2.7477
H  14.0529  6.9139  -1.5075
H  14.9022  8.4511  -1.6427
H  11.0275  7.4928  1.2742
H  12.3396  6.7817  0.6975

Results
Max |F|, hartree/bohr: 0.0542
Net charge: +1
Spin multiplicity: 1

Molecular formula: C38H86F24N7O10P3S2
Method: DFT, ωB97M-V with the def2-TZVPD basis set

Atoms and positions in Å:
C  4.0270  0.0939  2.4283
C  5.3390  0.6853  1.9685
O  5.4373  1.8870  1.7583
N  6.5019  -0.2793  1.7275
H  7.3394  0.0704  2.1706
H  6.2473  -1.1101  2.2423
C  6.7323  -0.7734  0.2925
H  3.6902  -0.7601  1.8407
H  3.2491  0.8518  2.3358
H  4.0567  -0.1836  3.4820
H  5.8673  -1.2978  -0.1136
H  7.6719  -1.3260  0.2988
H  6.8756  0.1566  -0.2576
C  -3.9607  -0.1958  -1.4791
C  -4.5086  -1.5876  -1.4716
O  -3.8757  -2.5632  -0.9866
N  -5.7929  -1.7843  -2.3322
H  -6.0731  -0.8702  -2.6579
H  -5.6788  -2.2417  -3.2254
C  -7.0069  -2.4488  -1.6173
H  -4.7086  0.5132  -1.1238
H  -3.8788  0.1056  -2.5234
H  -3.0514  -0.0882  -0.8878
H  -6.7365  -3.4161  -1.1939
H  -7.7632  -2.5330  -2.3977
H  -7.2464  -1.7493  -0.8164
C  0.6667  -0.3579  0.0428
C  -0.1825  -1.4456  -0.5387
O  -1.1983  -1.8861  0.0659
N  0.1617  -1.9793  -1.9390
H  1.0729  -1.6907  -2.2655
H  0.2433  -2.9632  -1.7260
C  -1.0198  -1.8401  -3.0056
H  0.5130  -0.2767  1.1188
H  0.5275  0.6215  -0.4148
H  1.6983  -0.7092  0.0158
H  -1.8334  -2.4275  -2.5800
H  -0.6239  -2.3097  -3.9061
H  -1.3553  -0.8071  -3.0975
C  -3.5265  -3.2612  2.4497
C  -5.0292  -3.1075  2.0729
O  -5.5694  -3.7121  1.1568
N  -5.8094  -2.3492  3.1289
H  -5.2634  -2.0927  3.9390
H  -6.0887  -1.4650  2.7286
C  -7.0675  -3.1462  3.6921
H  -3.3925  -2.8174  3.4362
H  -2.8721  -2.7659  1.7324
H  -3.4099  -4.3320  2.6170
H  -7.7231  -2.5537  4.3301
H  -6.6153  -3.9908  4.2121
H  -7.8208  -3.4629  2.9707
C  -3.8480  4.4200  7.4000
C  -3.4431  3.0070  6.8791
C  -2.2903  3.0863  5.8358
N  -2.3554  1.8761  4.8441
C  -1.9992  0.5165  5.5661
C  -1.3517  2.2166  3.7362
C  -1.7956  1.2490  2.5632
C  -3.2959  1.0349  2.7457
C  -3.7020  1.7266  4.0406
H  -4.9204  4.3890  7.5930
H  -3.7577  5.1064  6.5582
H  -3.3664  4.8267  8.2892
H  -4.2934  2.5060  6.4165
H  -3.1285  2.4182  7.7407
H  -1.3120  3.2355  6.2927
H  -2.4946  3.9282  5.1743
H  -0.9941  0.5856  5.9822
H  -2.1430  -0.2451  4.7997
H  -2.7909  0.5483  6.3146
H  -0.3148  1.9433  3.9319
H  -1.4645  3.2556  3.4265
H  -1.3544  0.2535  2.6139
H  -1.6298  1.6313  1.5560
H  -3.5265  -0.0289  2.8017
H  -3.8783  1.4271  1.9120
H  -4.2888  1.1489  4.7548
H  -4.0695  2.7411  3.8865
C  1.2100  2.9233  1.3116
C  0.3830  4.1040  0.7150
C  1.0398  5.4710  0.8623
N  0.3344  6.6097  0.1242
C  -1.1621  6.8235  0.5221
C  1.0219  7.9557  0.3551
C  0.5668  8.8306  -0.8461
C  0.4649  7.9789  -2.0666
C  0.4689  6.5561  -1.4325
H  0.6439  2.0467  1.6267
H  1.7035  3.3375  2.1908
H  1.8984  2.5404  0.5583
H  -0.5647  4.1133  1.2533
H  0.3323  3.7576  -0.3173
H  2.0587  5.3898  0.4838
H  1.0022  5.7853  1.9054
H  -1.6003  7.4567  -0.2495
H  -1.1532  7.2234  1.5361
H  -1.6525  5.8856  0.2613
H  0.7760  8.2762  1.3675
H  2.0679  7.6569  0.4232
H  -0.3332  9.4430  -0.7904
H  1.3342  9.5479  -1.1371
H  -0.4693  8.2333  -2.5671
H  1.3068  8.1467  -2.7383
H  -0.2615  5.8489  -1.8256
H  1.4325  6.1086  -1.6763
C  3.9156  -3.7588  0.2682
C  4.1988  -4.6025  -0.9855
C  4.5117  -3.8267  -2.3041
N  4.6670  -4.7194  -3.5793
C  5.7731  -5.8067  -3.2495
C  4.9982  -3.8079  -4.7863
C  3.6653  -3.2043  -5.1907
C  2.6078  -4.1991  -4.9806
C  3.3729  -5.3933  -4.1868
H  2.9517  -3.2526  0.2160
H  4.6163  -2.9311  0.3772
H  4.0171  -4.3654  1.1681
H  3.4361  -5.3718  -1.1067
H  5.0698  -5.2070  -0.7325
H  5.4479  -3.3047  -2.1064
H  3.8308  -3.0067  -2.5321
H  6.6247  -5.2443  -2.8666
H  5.8928  -6.3233  -4.2018
H  5.3059  -6.4073  -2.4691
H  5.3648  -4.5240  -5.5217
H  5.7765  -3.2138  -4.3073
H  3.7243  -2.8940  -6.2339
H  3.3800  -2.2449  -4.7591
H  2.1896  -4.6673  -5.8717
H  1.7560  -3.7833  -4.4425
H  3.6411  -6.1634  -4.9100
H  2.8372  -5.8638  -3.3623
C  -2.7040  3.6498  -1.9986
F  -2.6917  4.9716  -2.3136
F  -2.3934  3.5134  -0.6988
F  -3.9658  3.1764  -2.1985
S  -1.3092  2.6868  -3.0013
O  -1.8885  2.5206  -4.3616
O  -0.1002  3.5376  -2.9702
O  -1.1185  1.3705  -2.3246
C  3.6311  1.8328  -2.6851
F  4.8726  2.2612  -2.8968
F  3.0103  2.4972  -1.7128
F  2.9447  1.9844  -3.7962
S  3.7745  0.0038  -2.1806
O  4.9107  -0.6743  -2.8744
O  4.0277  0.0657  -0.7199
O  2.4822  -0.7263  -2.5063
P  -0.4109  -1.3839  -7.2808
F  1.0976  -1.1148  -6.5921
F  -0.4897  -2.8477  -6.5374
F  -0.9937  -0.5825  -6.0113
F  -1.9104  -1.6636  -7.8305
F  -0.3682  -0.0015  -8.1520
F  0.3406  -2.1248  -8.5244
P  0.9864  -2.0524  4.3029
F  2.5429  -1.9996  4.8573
F  0.9969  -3.7052  4.3520
F  0.6110  -1.8815  5.8795
F  -0.6417  -1.9569  3.8483
F  0.8591  -0.4653  4.1084
F  1.4715  -2.1727  2.7519
P  -0.1813  -5.6564  -1.2292
F  0.1076  -4.9382  -2.6418
F  0.4670  -4.3760  -0.4194
F  -1.6172  -4.9301  -1.2200
F  -0.5109  -6.3927  0.2298
F  -0.9078  -6.8624  -2.0365
F  1.2194  -6.3564  -1.1608

Results
Max |F|, hartree/bohr: 0.1225
Net charge: +2
Spin multiplicity: 1

Molecular formula: C38H86N10O12
Method: DFT, ωB97M-V with the def2-TZVPD basis set

Atoms and positions in Å:
C  1.0372  5.5219  2.0188
O  0.1667  6.1691  2.6089
N  1.0679  4.1638  1.8803
C  1.7177  3.3765  0.8582
C  0.2674  3.2676  2.7214
H  1.9349  5.9916  1.5877
H  0.9035  3.2026  0.1547
H  1.9070  2.3351  1.1185
H  2.5295  3.8704  0.3242
H  0.8600  2.4953  3.2116
H  -0.3588  3.7861  3.4475
H  -0.4693  2.7706  2.0902
C  0.2552  -2.2418  -5.4803
O  0.7959  -1.7857  -6.5141
N  0.8877  -2.4805  -4.2689
C  0.1969  -2.7465  -3.0668
C  2.3319  -2.2090  -4.1660
H  -0.8305  -2.4046  -5.3974
H  0.5390  -3.6712  -2.6019
H  -0.8816  -2.7186  -3.2227
H  0.4992  -1.9886  -2.3442
H  2.4587  -1.1723  -3.8542
H  2.8098  -2.7771  -3.3678
H  2.9075  -2.4653  -5.0554
C  -2.1030  1.6086  3.4872
O  -2.0861  2.3407  2.4910
N  -1.0702  0.9396  4.0658
C  -1.2058  0.2649  5.3462
C  0.2369  0.8452  3.4688
H  -2.9990  1.5570  4.1249
H  -0.8784  -0.7692  5.2384
H  -2.1750  0.1763  5.8370
H  -0.5497  0.8030  6.0303
H  0.5281  -0.2048  3.4992
H  0.1844  1.2686  2.4658
H  0.9980  1.3875  4.0298
C  -4.0722  3.4918  -0.3237
O  -4.0835  3.1306  -1.4898
N  -4.1284  2.5864  0.6889
C  -4.2224  3.0544  2.0510
C  -4.2858  1.1469  0.5882
H  -3.8665  4.5401  -0.0573
H  -5.2301  3.4289  2.2308
H  -3.5898  3.9376  2.1405
H  -3.9272  2.3188  2.7993
H  -4.2593  0.7857  -0.4399
H  -3.4111  0.6957  1.0566
H  -5.2488  0.8617  1.0117
C  -2.2763  -4.2622  -2.0936
O  -1.1098  -4.1250  -2.3590
N  -3.0997  -3.3707  -1.4707
C  -4.5293  -3.5977  -1.3128
C  -2.5516  -2.2267  -0.8418
H  -2.8325  -5.1940  -2.2797
H  -5.0596  -2.7838  -1.8072
H  -4.8724  -3.5657  -0.2787
H  -4.8913  -4.5341  -1.7371
H  -1.4673  -2.1379  -0.9092
H  -3.0224  -1.2729  -1.0803
H  -2.6250  -2.3680  0.2365
C  -0.2024  0.9684  -5.6294
O  -1.2374  1.3672  -6.0748
N  0.1176  1.0438  -4.3086
C  -0.7109  1.6338  -3.2623
C  1.3848  0.4793  -3.8325
H  0.5834  0.5534  -6.2794
H  -0.1553  2.0781  -2.4365
H  -1.4932  1.0357  -2.7949
H  -1.3013  2.4061  -3.7553
H  1.9992  1.2828  -3.4265
H  1.2018  -0.2619  -3.0545
H  2.0264  -0.1025  -4.4943
C  2.0300  -4.3423  0.8348
O  2.8329  -5.2510  1.0504
N  1.6965  -3.8649  -0.3636
C  0.8323  -2.6561  -0.5261
C  2.1375  -4.5643  -1.5484
H  1.5944  -3.6475  1.5695
H  0.5312  -2.3805  0.4847
H  -0.0844  -2.8781  -1.0725
H  1.5098  -1.9346  -0.9827
H  2.2612  -3.9305  -2.4266
H  3.0815  -5.0374  -1.2782
H  1.3727  -5.2929  -1.8176
C  3.2440  0.2008  -1.2768
O  2.4773  -0.7700  -1.2495
N  4.1599  0.3516  -2.2219
C  4.9745  1.5638  -2.3844
C  4.3767  -0.6338  -3.2736
H  3.1205  1.0676  -0.6091
H  5.9414  1.3521  -1.9278
H  4.5890  2.3886  -1.7851
H  5.0480  1.9479  -3.4018
H  4.0735  -0.2040  -4.2283
H  5.4062  -0.9826  -3.3543
H  3.8905  -1.5981  -3.1262
C  2.4710  -0.1281  1.9499
O  2.0651  1.0573  1.8888
N  2.8265  -0.6645  3.1523
C  3.2586  -2.0652  3.1858
C  2.6061  -0.0858  4.4910
H  2.7300  -0.8311  1.1431
H  2.6145  -2.6109  3.8754
H  4.2724  -2.2352  3.5483
H  3.2185  -2.6086  2.2419
H  1.8004  -0.6281  4.9858
H  3.5214  -0.2012  5.0715
H  2.2514  0.9391  4.3817
C  -2.2965  5.5714  -0.8484
O  -3.0892  6.1217  -0.0905
N  -1.5156  4.5002  -0.4972
C  -0.5977  3.8204  -1.4723
C  -1.6420  3.8520  0.7949
H  -2.0266  5.7832  -1.8946
H  -1.1969  3.0292  -1.9231
H  0.2956  3.3516  -1.0595
H  -0.3954  4.4583  -2.3326
H  -2.2340  4.3981  1.5294
H  -2.2154  2.9298  0.7011
H  -0.6416  3.7528  1.2160
C  -1.6412  -2.9133  1.9658
C  -1.3104  -2.2860  3.2798
C  0.1461  -2.6905  3.5852
O  0.4183  -3.7951  2.6791
C  -0.6975  -4.1230  1.8246
H  -1.5107  -2.2424  1.1167
H  -2.6840  -3.2305  1.9578
H  -1.8413  -2.6803  4.1464
H  -1.4109  -1.2031  3.3523
H  0.4048  -2.9938  4.5997
H  0.7695  -1.8813  3.2050
H  -1.1104  -5.0390  2.2474
H  -0.4536  -4.2204  0.7667
C  0.4384  -0.2527  -0.3321
C  -1.0057  -0.0451  -0.1845
C  -1.0774  1.3490  0.4913
O  0.0221  2.0348  -0.0207
C  1.0488  1.0775  -0.5575
H  0.4890  -0.9864  -1.1366
H  0.8425  -0.7153  0.5683
H  -1.5478  -0.7498  0.4460
H  -1.5097  0.1014  -1.1399
H  -1.0555  1.2800  1.5789
H  -2.0268  1.8665  0.3539
H  1.9920  1.1952  -0.0240
H  1.1701  1.2022  -1.6336

Results
Max |F|, hartree/bohr: 0.1077
Net charge: 0
Spin multiplicity: 1

| no. | E (eV) | HOMO-LUMO gap (eV) |
| --- | --- | --- |
| 1 | -113563.058 | 6.88 |
| 2 | -186459.314 | 6.48 |
| 3 | -80246.942 | 7.80 |